Record 1
C10H15N10OTe4W as an isolated structure. Source: OMol25; level of theory: the ωB97M-V functional and the def2-TZVPD basis.

Last column: Löwdin charge in e.
CARTESIAN COORDINATES (ANGSTROEM)
C1 -1.9129 -2.9251 5.4262  -0.168
H1 2.5407 0.7858 1.3832  0.033
Te1 0.7928 -2.5027 -1.7806  0.307
C2 0.0762 -3.8228 2.0676  -0.125
N1 1.6805 2.4709 -2.4808  0.157
C3 4.2757 -1.8671 1.1439  -0.017
N2 3.7040 1.5199 -3.2913  0.147
H2 -4.1672 -0.8376 4.3571  0.141
N3 1.2616 0.8869 -1.0117  -0.176
H3 3.5387 2.2369 -3.9891  0.108
C4 -1.7928 -3.8242 4.2005  -0.075
H4 -2.4005 -0.6270 4.3131  0.096
C5 -3.2156 -1.3607 4.2916  -0.171
N4 2.6112 1.5350 -2.4438  -0.266
O1 -3.1339 -2.2223 5.4090  -0.105
H5 4.5374 1.7427 -2.7577  0.107
Te2 -1.7713 1.1432 0.7279  0.232
C6 0.8323 2.0312 -1.5725  -0.245
N5 0.9802 -4.5135 1.9104  0.229
H6 2.6204 -3.1421 0.3737  0.048
N6 -1.9447 -2.9915 3.0047  -0.011
H7 5.1238 -2.5225 1.2239  0.114
Te3 -1.3573 -0.9554 -2.1270  0.218
H8 -3.1177 -1.4954 2.1269  0.088
H9 -0.8309 -4.3339 4.1779  0.125
C7 -1.0711 -2.9135 2.0301  -0.404
H10 4.9601 0.1622 1.8167  0.134
C8 2.9969 -2.1884 0.7046  -0.194
N7 2.9699 -0.1122 1.1987  -0.062
N8 -1.1275 -2.0772 1.0290  -0.250
Te4 0.1400 0.6595 2.5112  0.289
H11 -0.0840 2.5263 -1.3055  0.053
W1 0.0312 -0.9097 0.2310  0.371
N9 2.1982 -1.1144 0.7357  -0.237
H12 -2.5918 -4.5674 4.2019  0.148
H13 -1.0668 -2.2260 5.4555  0.135
H14 -4.0130 -2.8218 2.9191  0.149
H15 -1.9013 -3.5338 6.3280  0.139
C9 4.2150 -0.5226 1.4484  -0.053
N10 2.4013 0.5802 -1.6003  0.066
C10 -3.1531 -2.1536 2.9935  -0.073

As for the largest force on an atom: 1.5 eV/A. The value obtained for the HOMO energy (alpha / beta) is -9.908 / -9.908 eV. For the energy above the lowest of the compared OMol25 structures with the same formula, charge and spin, the calculation gives 74.33 kJ/mol. Its charge is +1.

Record 2
An isolated ion of composition C10H15N2O and charge +1. Source: OMol25; level of theory: the ωB97M-V functional and the def2-TZVPD basis.

Last column: Löwdin charge in e.
CARTESIAN COORDINATES (ANGSTROEM)
N1 -0.7085 -0.4297 0.1903  0.005
H1 -2.1818 -0.6295 2.2026  0.132
C1 -1.4805 -1.4865 2.2519  -0.136
H2 -1.2271 -1.1684 -1.8015  0.171
H3 0.3867 -1.6455 3.0997  0.105
C2 0.2074 0.3875 2.3104  -0.026
C3 -0.0558 2.0838 -2.1819  0.048
C4 -0.9741 -1.7730 0.7853  -0.042
H4 2.1677 -0.7530 -2.2468  0.152
H5 1.3794 3.6091 -1.7709  0.090
C5 0.7532 1.5819 -1.0709  -0.433
C6 -0.9747 -0.2462 -1.1553  0.034
C7 0.0379 0.4351 0.8022  -0.248
C8 -0.3253 -0.8717 3.0491  -0.157
C9 1.3786 2.5982 -2.0673  0.013
H6 -1.6886 0.4503 -1.5631  0.124
H7 -0.3730 1.3020 2.6392  0.167
N2 0.3504 0.5386 -1.9253  -0.122
H8 0.6085 -0.9879 -3.3498  0.099
H9 -0.0295 -2.3300 0.8656  0.145
C10 1.2163 -0.2580 -2.7885  -0.019
H10 -0.7122 -0.5330 3.9551  0.102
O1 0.6439 1.4429 0.3139  0.202
H11 1.2675 0.6355 2.4835  0.144
H12 1.6850 0.3842 -3.5072  0.075
H13 -1.7956 -2.2178 0.1937  0.141
H14 -1.8777 -2.2999 2.8248  0.118
H15 2.3220 2.1808 -2.5388  0.118

As for the largest force on an atom: 6.3 eV/A. The value obtained for the HOMO energy is -12.022 eV. For the energy above the lowest of the compared OMol25 structures with the same formula, charge and spin, the calculation gives 534.86 kJ/mol. Its charge is +1.

Record 3
A 2-piece molecular cluster, C10H15N2O overall. Source: OMol25; level of theory: the ωB97M-V functional and the def2-TZVPD basis.

Last column: Löwdin charge in e.
CARTESIAN COORDINATES (ANGSTROEM)
C1 2.0213 1.4572 2.6881  -0.069
H1 2.8981 1.5525 3.4118  0.153
O1 -2.4143 1.8044 0.0126  0.367
H2 -1.1463 -1.5722 -3.6661  0.048
H3 0.6400 0.3526 -0.1757  0.058
H4 0.6758 0.4333 -2.5148  0.116
H5 0.8704 2.6630 4.0042  0.136
N1 -0.3579 1.5419 1.1556  0.038
C2 -1.4321 1.6170 0.5326  -0.132
C3 -0.1619 -1.2871 -3.6576  -0.050
C4 -0.3876 1.9309 2.5079  -0.015
H6 1.1751 2.0600 -0.1732  0.141
H7 -0.1910 -2.7837 -1.5323  0.154
C5 0.9329 1.2067 0.4231  -0.033
C6 2.0485 0.9882 1.4326  -0.027
C7 -0.9092 -2.0422 -0.9929  -0.282
H8 -0.8695 -3.0733 0.9600  0.091
H9 -1.2883 2.2716 3.0230  0.156
H10 0.0026 -0.7272 -4.5955  0.101
C8 0.0624 -0.4702 -2.4581  -0.227
H11 2.8745 0.4499 1.0161  0.116
H12 0.4871 -2.1759 -3.5543  0.109
N2 -0.2540 -0.7704 -1.2831  -0.052
H13 -0.7612 -1.2270 0.9691  0.083
H14 -2.2828 -2.1289 0.5244  0.079
H15 -1.8343 -1.9187 -1.6086  0.130
C9 0.7930 2.0003 3.1181  -0.094
C10 -1.1911 -2.1528 0.4331  -0.094

As for the largest force on an atom: 7.9 eV/A. The spin multiplicity is 3. The value obtained for the HOMO energy (alpha / beta) is -9.988 / -13.011 eV. For the energy above the lowest of the compared OMol25 structures with the same formula, charge and spin, the calculation gives 173.91 kJ/mol. Its expectation value of S² is 2.008. Its charge is +1.

Record 4
An isolated molecule of C10H15N2O2P. Source: OMol25; level of theory: the ωB97M-V functional and the def2-TZVPD basis.

Last column: Löwdin charge in e.
CARTESIAN COORDINATES (ANGSTROEM)
C1 -2.0706 -0.9028 -0.0298  -0.063
H1 3.4683 2.0122 1.2068  0.057
C2 -1.7415 0.5008 0.0908  -0.383
C3 -3.3706 -1.2802 -0.0530  -0.110
C4 2.4850 1.6810 1.1464  -0.118
O1 1.1187 -1.1206 1.2603  -0.183
P1 0.7738 -0.0696 0.0897  0.600
H2 -5.4621 -0.7378 0.2751  0.111
N1 -0.4338 0.9406 0.1768  -0.034
H3 -2.2978 2.3481 -0.2114  0.076
C5 2.0602 -2.0275 -0.7455  -0.139
H4 1.0076 -3.2149 0.7739  0.160
H5 1.9510 -2.9901 -1.3206  0.137
H6 -3.7563 -2.3389 -0.1369  0.112
C6 -2.7125 1.4143 -0.1206  -0.032
H7 -4.9604 1.6488 -0.0956  0.093
H8 2.8797 2.6745 -0.8705  0.105
C7 2.2394 1.7880 -1.1943  -0.083
N2 2.1042 0.8803 -0.0256  -0.290
C8 1.7262 -2.3019 0.7644  -0.164
C9 -4.1001 1.0002 0.0027  -0.094
H9 2.9881 -1.5991 -0.9422  0.087
H10 -1.1759 -1.6603 -0.1288  0.119
H11 1.2816 2.1028 -1.3709  0.034
C10 -4.4303 -0.3010 0.1458  -0.128
H12 2.1656 1.0273 2.0840  0.124
H13 1.9302 2.5236 1.2982  0.042
H14 2.6074 -2.3707 1.2302  0.077
H15 2.7128 1.4498 -2.1270  0.084
O2 1.0120 -1.0770 -1.1725  -0.199

As for the largest force on an atom: 5.7 eV/A. The SMILES is CN(C)P1(=Nc2ccccc2)OCCO1. The value obtained for the HOMO energy is -7.687 eV. For the energy above the lowest of the compared OMol25 structures with the same formula, charge and spin, the calculation gives 144.11 kJ/mol.

Record 5
C10H15N3OPPb as an isolated structure. Source: OMol25; level of theory: the ωB97M-V functional and the def2-TZVPD basis.

Last column: Löwdin charge in e.
CARTESIAN COORDINATES (ANGSTROEM)
H1 2.8869 0.5093 2.8371  0.092
N1 -0.2866 -0.3032 0.7424  0.144
H2 2.5248 -0.8328 3.9699  0.106
C1 -0.4010 -1.8518 -3.1841  -0.223
C2 0.0728 0.3589 -4.1466  -0.244
H3 -1.0448 3.6286 0.1734  -0.148
N2 -2.4456 -1.0838 0.7053  0.163
O1 1.9292 0.2249 0.7241  -0.110
H4 -2.1758 -1.4016 3.3302  0.123
H5 -0.6353 -2.9099 -3.3557  0.137
H6 -3.1324 -1.7045 1.1114  0.117
C3 2.1368 0.0841 3.5011  -0.011
H7 -0.8007 -1.7997 -1.0621  0.057
C4 -0.4783 -1.2279 -1.9488  -0.223
C5 0.0186 -1.0546 -4.2977  -0.193
H8 1.1123 3.3638 0.3831  -0.147
H9 0.2892 4.5852 -1.1744  -0.150
C6 -0.0302 0.9092 -2.8838  -0.198
N3 0.9206 -0.2013 2.7599  -0.048
P1 0.0968 3.2873 -0.6162  0.686
H10 -0.0832 2.0037 -2.7358  -0.023
C7 0.8942 -0.0813 1.3610  -0.499
H11 0.0180 -0.7671 4.5546  0.157
H12 0.0511 -1.5073 -5.3021  0.117
Pb1 1.5642 -0.4363 -2.0846  1.376
H13 -2.4056 -1.0346 -0.3029  0.082
H14 0.2348 0.9506 -5.0753  0.146
C8 -1.2923 -1.0108 2.8184  0.003
H15 1.9208 0.7820 4.3253  0.105
C9 -1.3133 -0.8029 1.4146  -0.365
C10 -0.1461 -0.6762 3.4580  -0.027

As for the largest force on an atom: 4.2 eV/A. The value obtained for the HOMO energy (alpha / beta) is -11.518 / -11.544 eV. For the energy above the lowest of the compared OMol25 structures with the same formula, charge and spin, the calculation gives 136.25 kJ/mol. Its charge is +1.

Record 6
A 2-piece molecular cluster, C10H15N4O overall. Source: OMol25; level of theory: the ωB97M-V functional and the def2-TZVPD basis.

Last column: Löwdin charge in e.
CARTESIAN COORDINATES (ANGSTROEM)
H1 4.9456 1.8077 -0.2126  0.130
C1 3.0871 0.8637 -0.2253  -0.168
N1 1.0972 -0.0422 -0.6240  -0.183
H2 -1.9002 -1.7774 0.7852  0.132
C2 4.4371 0.8684 -0.0057  0.004
C3 4.2880 -1.5278 0.4454  -0.028
N2 1.0273 1.3061 -0.8265  0.044
H3 -2.3332 0.1493 -2.1830  0.149
H4 -4.7821 0.5983 0.3744  0.138
H5 -2.7535 -1.4070 -1.5317  0.113
H6 -3.9837 -0.2300 -1.4863  0.074
N3 -2.6386 0.1610 0.0248  -0.390
C4 -2.1519 1.5748 0.0390  -0.007
H7 4.7842 -2.4583 0.6995  0.115
H8 6.0847 -0.4090 0.5932  0.113
C5 -3.9146 0.0275 0.8711  -0.008
H9 -3.7571 0.4319 1.8680  0.099
H10 -2.1761 2.1125 1.0363  0.133
H11 -1.0803 1.6075 -0.3985  0.101
N4 2.1291 1.8792 -0.6705  0.139
H12 -2.8743 2.1376 -0.4826  0.086
C6 5.0325 -0.3348 0.3701  -0.038
C7 -1.6645 -0.6683 0.7640  0.079
C8 2.9077 -1.5385 0.1889  0.036
H13 2.2546 -2.3200 0.2558  0.092
C9 -2.9510 -0.3461 -1.3381  -0.006
H14 -4.2748 -1.0218 1.0696  0.128
H15 -1.3681 -0.2961 1.6440  0.051
O1 0.1421 -0.8101 -0.8047  0.035
C10 2.3870 -0.3381 -0.2401  -0.163

As for the largest force on an atom: 4.7 eV/A. The spin multiplicity is 3. The value obtained for the HOMO energy (alpha / beta) is -11.798 / -12.796 eV. For the energy above the lowest of the compared OMol25 structures with the same formula, charge and spin, the calculation gives 257.90 kJ/mol. Its expectation value of S² is 2.023. Its charge is +1.

Record 7
A 5-piece molecular cluster, C10H15N5 overall. Source: OMol25; level of theory: the ωB97M-V functional and the def2-TZVPD basis.

Last column: Löwdin charge in e.
CARTESIAN COORDINATES (ANGSTROEM)
H1 0.8327 -5.5407 -1.7125  0.086
C1 -0.4292 4.3155 1.2240  -0.305
N1 -3.5580 1.6204 5.5452  0.119
N2 -0.6579 1.0405 1.4034  0.164
H2 -1.1798 0.3596 3.9249  0.054
H3 -0.7966 -5.7834 -1.0695  0.088
H4 2.4154 -1.4153 -2.6943  0.074
C2 -1.2337 4.0081 0.0415  -0.084
H5 -1.3731 4.9339 -0.5170  0.080
C3 -0.1803 -5.1401 -1.6948  -0.067
H6 0.8922 -0.4446 -0.8712  0.026
H7 2.1149 0.4132 0.0846  0.094
C4 2.4032 -0.6233 -3.4382  -0.081
N3 -0.1401 -2.7212 -0.7620  0.150
H8 1.4382 -0.1181 -3.4179  0.079
H9 -2.2178 3.7283 0.4208  0.085
C5 -2.1158 -0.1010 4.2329  -0.094
H10 -2.6275 -0.3869 3.3124  0.074
N4 0.1667 4.6025 2.1625  0.127
H11 2.5700 -1.0432 -4.4274  0.083
C6 -0.1549 -3.7913 -1.1755  -0.266
C7 3.4215 0.3796 -3.1599  -0.293
H12 -0.8049 3.2298 -0.5737  0.053
C8 1.1484 0.5061 -0.4062  -0.072
H13 -1.9407 -1.0132 4.7972  0.077
H14 -0.5885 -5.1679 -2.7029  0.086
C9 -2.9216 0.8615 4.9673  -0.289
H15 1.1635 1.3077 -1.1414  0.077
N5 4.2197 1.1837 -2.9579  0.134
C10 0.1337 0.7998 0.6057  -0.257

As for the largest force on an atom: 1.0 eV/A. The SMILES is CC#N.CC#N.CC#N.CC#N.CC#N. The value obtained for the HOMO energy is -11.198 eV. For the energy above the lowest of the compared OMol25 structures with the same formula, charge and spin, the calculation gives 103.85 kJ/mol.

Record 8
An isolated molecule of C10H15N5O4. Source: OMol25; level of theory: the ωB97M-V functional and the def2-TZVPD basis.

Last column: Löwdin charge in e.
CARTESIAN COORDINATES (ANGSTROEM)
H1 -0.0583 -1.5991 -2.6781  0.120
C1 1.4283 0.6697 0.5318  -0.202
O1 -0.0070 -1.0956 2.1436  0.052
C2 2.3575 -0.4072 -1.6402  -0.506
H2 -0.4837 1.6520 0.6884  0.133
C3 -0.5555 -0.0997 1.6854  -0.445
H3 4.0213 0.3104 -0.6205  0.082
C4 -1.0494 -1.8948 -0.8255  -0.047
O2 1.9177 -1.2143 -2.4507  0.019
H4 0.4955 0.5662 -1.3837  0.102
H5 4.2797 -1.1437 -1.6297  0.136
C5 1.5000 0.7019 -1.0124  -0.020
N1 3.6508 -0.4240 -1.2255  0.175
H6 -2.3866 0.0381 2.8284  0.163
C6 2.4685 1.6133 1.1319  -0.454
H7 -3.2868 1.7136 1.6525  0.081
H8 2.8304 2.8135 2.4974  0.160
H9 -3.7558 -1.1130 1.0864  0.119
C7 -2.1787 -1.2692 -0.3518  -0.301
N2 0.0991 0.8899 1.0158  0.110
H10 -2.0747 -0.1556 -3.3503  0.115
N3 -0.9174 -1.4923 -2.1361  0.056
N4 -2.7137 -0.4789 -1.3582  0.084
C8 -2.0819 0.0602 1.7438  -0.286
C9 -2.6678 -1.1911 1.0549  -0.101
O3 2.0362 2.2733 2.2151  0.125
H11 -2.3845 -2.0866 1.5950  0.115
H12 -0.3148 -2.5162 -0.3555  0.124
O4 3.5947 1.7479 0.6989  0.082
C10 -1.9272 -0.6339 -2.3999  -0.197
H13 1.8785 1.6534 -1.3728  0.131
N5 -2.5096 1.3184 1.1244  0.038
H14 -2.9006 1.1287 0.1800  0.070
H15 1.6956 -0.3353 0.9174  0.169

As for the largest force on an atom: 1.5 eV/A. The SMILES is NC(=O)C[C@H](NC(=O)[C@@H](N)Cc1c[nH]cn1)C(=O)O. The value obtained for the HOMO energy is -8.617 eV. For the energy above the lowest of the compared OMol25 structures with the same formula, charge and spin, the calculation gives 22.44 kJ/mol.

The highest largest force on an atom belongs to which entry? number 3

Copy entry 3 word for word.
A 2-piece molecular cluster, C10H15N2O overall. Source: OMol25; level of theory: the ωB97M-V functional and the def2-TZVPD basis.

Last column: Löwdin charge in e.
CARTESIAN COORDINATES (ANGSTROEM)
C1 2.0213 1.4572 2.6881  -0.069
H1 2.8981 1.5525 3.4118  0.153
O1 -2.4143 1.8044 0.0126  0.367
H2 -1.1463 -1.5722 -3.6661  0.048
H3 0.6400 0.3526 -0.1757  0.058
H4 0.6758 0.4333 -2.5148  0.116
H5 0.8704 2.6630 4.0042  0.136
N1 -0.3579 1.5419 1.1556  0.038
C2 -1.4321 1.6170 0.5326  -0.132
C3 -0.1619 -1.2871 -3.6576  -0.050
C4 -0.3876 1.9309 2.5079  -0.015
H6 1.1751 2.0600 -0.1732  0.141
H7 -0.1910 -2.7837 -1.5323  0.154
C5 0.9329 1.2067 0.4231  -0.033
C6 2.0485 0.9882 1.4326  -0.027
C7 -0.9092 -2.0422 -0.9929  -0.282
H8 -0.8695 -3.0733 0.9600  0.091
H9 -1.2883 2.2716 3.0230  0.156
H10 0.0026 -0.7272 -4.5955  0.101
C8 0.0624 -0.4702 -2.4581  -0.227
H11 2.8745 0.4499 1.0161  0.116
H12 0.4871 -2.1759 -3.5543  0.109
N2 -0.2540 -0.7704 -1.2831  -0.052
H13 -0.7612 -1.2270 0.9691  0.083
H14 -2.2828 -2.1289 0.5244  0.079
H15 -1.8343 -1.9187 -1.6086  0.130
C9 0.7930 2.0003 3.1181  -0.094
C10 -1.1911 -2.1528 0.4331  -0.094

As for the largest force on an atom: 7.9 eV/A. The spin multiplicity is 3. The value obtained for the HOMO energy (alpha / beta) is -9.988 / -13.011 eV. For the energy above the lowest of the compared OMol25 structures with the same formula, charge and spin, the calculation gives 173.91 kJ/mol. Its expectation value of S² is 2.008. Its charge is +1.

Among the records above, which one has the lowest energy above the lowest of the compared OMol25 structures with the same formula, charge and spin? C10H15N5O4